# 1
Computed, not measured: 2 unconnected molecules or ions with the total composition C5H12S in a non-equilibrium geometry, with ωB97M-V/def2-TZVPD.

* relative energy (zero: lowest compared OMol25 entry of this formula, charge and spin): 56.1 kcal per mole
* lowest unoccupied orbital energy: 0.95 eV
* HOMO: -8.16 eV
* structure (SMILES): C=CC.CSC

ORCA input file:
```
! RIJCOSX wB97M-V def2-TZVPD def2/J DEFGRID3
* xyz 0 1
C 0.4269 -0.7066 1.9467
C -0.3860 0.3406 1.6682
C 0.0791 1.7541 1.6683
H 0.1146 -1.5696 2.5335
H 1.2872 -0.9827 1.3395
H -1.4169 0.1049 1.4051
H -0.6478 2.4418 1.2350
H 1.0375 1.9080 1.1593
H 0.2438 2.0745 2.6959
C 0.7538 0.4446 -1.9647
S -0.9973 0.1972 -1.6716
C -0.9722 -1.5933 -1.5674
H 1.1868 0.5928 -0.9780
H 1.2724 -0.4292 -2.3520
H 1.0160 1.3424 -2.5178
H -1.9208 -1.9352 -1.1515
H -0.2002 -1.9556 -0.8881
H -0.8769 -2.0289 -2.5605
*
```

# 2
Computed, not measured: 14 unconnected molecules or ions with the total composition C56H84O42 in a non-equilibrium geometry, with ωB97M-V/def2-TZVPD.

* relative energy (zero: lowest compared OMol25 entry of this formula, charge and spin): 79.7 kcal per mole
* lowest unoccupied orbital energy: 0.22 eV
* HOMO: -10.44 eV

ORCA input file:
```
! RIJCOSX wB97M-V def2-TZVPD def2/J DEFGRID3
* xyz 0 1
C -3.5812 0.1689 4.9170
C -2.0248 0.1972 5.0711
C -1.6012 -0.0070 6.5143
O -0.4513 -0.9140 6.3335
C -0.5499 -1.5673 5.1727
O -0.0152 -2.5739 4.8609
O -1.3939 -0.9291 4.3538
H -3.8936 0.9629 5.5444
H -3.8630 -0.8020 5.3985
H -3.9332 0.2418 3.8732
H -1.6238 1.1458 4.6535
H -2.3293 -0.5819 7.0819
H -1.2655 0.8895 7.0545
C 3.3309 -4.0589 2.3907
C 3.1234 -2.6496 2.9339
C 3.6359 -2.4706 4.3384
O 4.3618 -1.2489 4.2267
C 4.6316 -1.0090 2.9355
O 5.4702 -0.2126 2.6669
O 3.9194 -1.7251 2.1104
H 4.3045 -4.4206 2.6610
H 3.3413 -4.0644 1.3414
H 2.5826 -4.7142 2.8118
H 2.0755 -2.4758 2.8253
H 4.3495 -3.2665 4.7244
H 2.8161 -2.3034 5.0345
C -5.2198 -1.4352 -3.6465
C -5.5658 -0.6831 -2.3982
C -5.9384 -1.7340 -1.3202
O -5.2412 -1.2210 -0.1095
C -4.4203 -0.2613 -0.5298
O -3.6621 0.3283 0.2288
O -4.4784 0.0283 -1.8356
H -4.8247 -0.7948 -4.4881
H -6.0610 -1.9865 -4.0805
H -4.3581 -2.0531 -3.4578
H -6.3794 -0.0344 -2.5811
H -5.5819 -2.7212 -1.5724
H -7.0370 -1.7622 -1.1442
C 1.8687 2.8256 -4.1721
C 3.0150 3.5166 -3.6316
C 2.7233 4.3346 -2.3860
O 3.9438 4.2638 -1.6467
C 4.6494 3.1753 -2.0467
O 5.6939 2.8772 -1.5832
O 4.0389 2.6282 -3.1451
H 1.2339 2.1623 -3.6460
H 2.2228 2.2110 -5.0026
H 1.2695 3.5753 -4.7403
H 3.5009 4.1744 -4.4198
H 1.9275 3.9092 -1.8526
H 2.5501 5.3892 -2.5355
C -3.4642 3.8979 1.8111
C -2.3399 4.0506 2.8920
C -2.1886 5.4072 3.5205
O -2.2124 5.2285 4.9358
C -2.5013 3.9148 5.1948
O -2.6452 3.4515 6.2776
O -2.5719 3.1978 3.9914
H -3.3808 2.9703 1.2819
H -3.4894 4.7836 1.1503
H -4.5116 3.9544 2.1485
H -1.3643 3.7923 2.4624
H -2.9907 6.0357 3.2717
H -1.3343 5.8504 3.0406
C 2.5564 3.4689 4.0836
C 2.6141 4.5705 3.0543
C 3.0753 3.8553 1.8057
O 2.0926 4.1944 0.8060
C 1.0871 4.8860 1.3665
O 0.0714 5.1902 0.7948
O 1.3415 5.1306 2.7139
H 2.2469 3.8300 5.0576
H 3.5864 3.1084 4.1819
H 1.8727 2.7055 3.6601
H 3.2210 5.4280 3.3352
H 2.9680 2.8395 1.9760
H 4.0978 4.0001 1.4139
C 0.0330 -3.1185 -4.1122
C 0.2462 -1.9744 -5.1101
C 0.0758 -0.5879 -4.4416
O 1.3457 0.0051 -4.3774
C 2.2416 -0.9156 -4.8242
O 3.4340 -0.9141 -4.6706
O 1.6411 -1.9656 -5.3948
H 0.6839 -3.0942 -3.2346
H -0.0232 -4.1144 -4.6206
H -0.9927 -3.0194 -3.6890
H -0.4411 -2.0553 -5.9801
H -0.4121 -0.7546 -3.4726
H -0.6595 0.0360 -4.9758
C 3.9520 -0.1366 7.6213
C 2.5938 -0.7992 7.5438
C 2.4211 -2.1788 8.1577
O 1.0322 -2.2210 8.6327
C 0.7250 -0.8879 8.8579
O -0.2671 -0.5513 9.4701
O 1.6235 -0.0633 8.2838
H 4.3122 -0.1447 8.6656
H 3.9535 0.9216 7.3424
H 4.5621 -0.6359 6.7975
H 2.2269 -0.7995 6.4796
H 2.9663 -2.2137 9.0474
H 2.5754 -3.0451 7.5251
C 3.2508 0.6468 -0.4590
C 3.4677 -0.3561 -1.5708
C 4.7305 -1.2954 -1.5249
O 4.1987 -2.5814 -1.0129
C 2.8942 -2.5920 -1.0661
O 2.1499 -3.4860 -0.7497
O 2.4729 -1.4116 -1.5435
H 4.0958 1.2522 -0.4229
H 3.1217 0.1513 0.4612
H 2.3204 1.1346 -0.6533
H 3.2944 0.0258 -2.5424
H 5.5472 -0.9362 -0.9408
H 5.1202 -1.3977 -2.5201
C -2.3887 -4.7026 2.3631
C -1.8381 -3.9058 1.2178
C -0.9838 -4.6498 0.1617
O -1.5604 -4.1238 -1.0807
C -2.6894 -3.4905 -0.8464
O -3.4330 -3.1013 -1.7121
O -2.9044 -3.3153 0.4699
H -1.5730 -5.1935 2.9363
H -3.0986 -5.4615 2.1080
H -2.9046 -4.0718 3.0503
H -1.2056 -3.1742 1.6300
H -1.1083 -5.7140 0.0701
H 0.0509 -4.3654 0.1868
C 1.4075 -5.9221 -2.7451
C 2.0676 -7.2708 -2.5404
C 3.1538 -7.2744 -1.3348
O 2.3702 -7.5551 -0.2069
C 1.2910 -8.2456 -0.5197
O 0.4880 -8.6836 0.2476
O 1.1612 -8.2472 -1.8973
H 1.3402 -5.2964 -1.8561
H 0.4892 -5.8548 -3.3199
H 2.0785 -5.3141 -3.3576
H 2.5194 -7.6725 -3.4895
H 3.5073 -6.2161 -1.2497
H 3.9756 -8.0098 -1.4460
C -0.9208 2.0022 -0.2571
C -0.7387 1.1287 0.9560
C -0.4692 -0.3837 0.6340
O 0.5512 -0.7506 1.6209
C 1.1212 0.3623 2.1114
O 2.1434 0.3779 2.7196
O 0.3310 1.5036 1.8363
H -0.1357 1.9028 -1.0371
H -1.0738 3.0522 0.0036
H -1.7858 1.6897 -0.8500
H -1.6761 1.1547 1.5924
H -0.0291 -0.4341 -0.3730
H -1.3966 -0.9942 0.7457
C -0.3558 7.1854 -2.8514
C -0.9296 6.0108 -2.0783
C -2.4386 6.0688 -2.0158
O -2.8037 5.3530 -3.1951
C -1.8480 4.4678 -3.4516
O -1.9126 3.6025 -4.2436
O -0.6581 4.7658 -2.8218
H -0.3156 8.0452 -2.2183
H -0.9865 7.4607 -3.6178
H 0.5815 6.9577 -3.2212
H -0.4033 5.8545 -1.1961
H -2.8831 7.0662 -2.0463
H -2.7963 5.4581 -1.1728
C -4.4864 0.0531 -10.2184
C -4.3751 0.7129 -8.9008
C -4.5751 -0.3190 -7.6693
O -3.2088 -0.6285 -7.3261
C -2.3763 0.3169 -7.8187
O -1.2066 0.3688 -7.5368
O -2.9903 1.0674 -8.7032
H -3.8971 -0.8166 -10.3632
H -4.2391 0.8070 -10.9886
H -5.5562 -0.2193 -10.4987
H -4.9623 1.6422 -8.8517
H -5.0816 -1.2066 -8.0117
H -5.0651 0.1538 -6.8167
*
```

# 3
Computed, not measured: 3 unconnected molecules or ions with the total composition C15H20ClN5O4 in a non-equilibrium geometry, with ωB97M-V/def2-TZVPD.

* relative energy (zero: lowest compared OMol25 entry of this formula, charge and spin): 5.2 kcal per mole
* lowest unoccupied orbital energy: 0.00 eV
* HOMO: -7.18 eV

ORCA input file:
```
! RIJCOSX wB97M-V def2-TZVPD def2/J DEFGRID3
* xyz 0 1
O 3.3531 -2.5313 0.6216
H 2.6371 -1.8625 0.1753
C 3.5065 -2.2328 1.8629
C 2.5103 -2.6318 2.8450
H 3.0170 -2.8227 3.7175
C 1.8751 -3.9392 2.5382
O 1.5093 -4.6211 3.7254
H 2.0018 -5.1783 4.0236
C 0.4748 -3.5039 1.7829
O -0.5672 -4.2200 1.8147
H -0.6762 -4.7507 2.8622
H 0.6523 -3.3634 0.7905
C 0.3979 -2.1010 2.3402
N -0.3798 -1.0122 1.7388
C 0.1516 -0.6165 0.4413
N 1.4208 -0.7663 -0.0237
C 1.6106 -0.0057 -1.2889
N 0.7615 0.8762 -1.6745
C -0.6283 1.1648 -1.1260
N -1.2814 2.1152 -1.4601
H -2.1526 2.1424 -1.0850
C -1.0300 2.8451 -2.5555
H -0.1924 2.4830 -3.0923
C -2.1882 2.7939 -3.5663
H -2.8647 1.5394 -3.8454
H -1.9534 3.0590 -4.7770
C -3.1142 3.7425 -3.3189
H -3.9440 4.2261 -3.9922
H -3.9202 3.2469 -2.5161
C -2.4319 4.8172 -2.3511
H -2.7400 5.7355 -2.6830
H -2.8263 4.5942 -1.3931
C -1.0449 4.3619 -2.4411
H -0.3413 4.5059 -1.6155
H -0.4507 4.8236 -3.2981
C -0.9328 0.4794 0.2109
N -1.8829 0.3718 0.8718
C -1.4157 -0.2245 2.0781
H -2.1372 -0.6274 2.7947
Cl 2.8687 -0.3819 -1.9071
O 1.6473 -1.4316 2.9653
H -0.2994 -2.1307 3.6490
H 2.4532 -4.6117 1.9112
H 4.0646 -1.2865 2.0229
H 4.4823 -3.0701 2.2269
*
```

# 4
Computed, not measured: a gas-phase ion, C2H3N2OS (charge -1) in a non-equilibrium geometry, with ωB97M-V/def2-TZVPD.

* relative energy (zero: lowest compared OMol25 entry of this formula, charge and spin): 11.5 kcal per mole
* lowest unoccupied orbital energy: 3.88 eV
* HOMO: -3.39 eV
* structure (SMILES): C/N=N/C([O-])=S

ORCA input file:
```
! RIJCOSX wB97M-V def2-TZVPD def2/J DEFGRID3
* xyz -1 1
C 0.0966 -0.0044 0.0607
N 1.2471 -0.6843 -0.4471
N 1.0383 -1.5102 -1.3996
C 2.0702 -2.5090 -1.7432
O 2.9631 -2.3407 -2.5355
S 1.3273 -3.9290 -1.0911
H 0.0278 -0.4220 1.0922
H -0.8356 0.3484 -0.5465
H 0.4227 1.0156 0.3456
*
```

# 5
Computed, not measured: 2 unconnected molecules or ions with the total composition C4H4N3O3S in a non-equilibrium geometry, with ωB97M-V/def2-TZVPD.

* lowest unoccupied orbital energy (spin up / spin down): 3.75 / 1.68 eV
* HOMO (spin up / spin down): -4.59 / -6.13 eV

ORCA input file:
```
! RIJCOSX wB97M-V def2-TZVPD def2/J DEFGRID3
* xyz -1 3
C -0.6355 1.2675 -2.0404
C 0.5865 2.1739 -0.2705
C -0.9980 -0.0770 1.0016
C 0.4311 1.1400 -1.1499
N -1.5586 1.6293 -2.6721
N 0.8326 2.9707 0.5299
N 1.4887 0.2384 -1.2621
O -0.4399 -2.0888 1.9750
O -0.0509 -2.0336 -0.5129
O 1.5250 -0.9691 1.0446
S 0.1186 -1.3882 0.8202
H -1.2150 0.1446 2.0564
H -1.8677 -0.2810 0.4100
H 1.8430 -0.2820 -0.4440
H 1.2534 -0.4902 -1.9040
*
```

# 6
Computed, not measured: 8 unconnected molecules or ions with the total composition C10H36O13 in a non-equilibrium geometry, with ωB97M-V/def2-TZVPD.

* relative energy (zero: lowest compared OMol25 entry of this formula, charge and spin): 89.7 kcal per mole
* lowest unoccupied orbital energy: -0.12 eV
* HOMO: -9.74 eV
* structure (SMILES): OCCO.OCCO.OCCO.OCCO.OCCO.O.O.O

ORCA input file:
```
! RIJCOSX wB97M-V def2-TZVPD def2/J DEFGRID3
* xyz 0 1
O 3.8406 -1.0522 2.2401
C 2.9286 -0.0602 1.8981
C 2.7326 -0.1192 0.3711
O 1.9696 0.8288 -0.3619
H 4.4436 -1.1792 1.5001
H 2.0546 -0.4932 2.4081
H 3.3096 0.8638 2.3211
H 2.4126 -1.0392 0.0451
H 3.6376 -0.0612 -0.1579
H 2.1666 0.7498 -1.3089
O -0.9504 3.6548 3.5061
C 0.2326 4.1258 2.8931
C 0.2696 3.0718 1.7671
O 1.5996 2.9668 1.2821
H -1.7014 3.8478 2.9451
H 0.1526 5.1088 2.4771
H 1.1316 4.0348 3.5301
H -0.5454 3.3358 1.0921
H -0.0164 2.1998 2.2031
H 1.7926 2.0908 0.9771
O -4.5954 2.0718 -2.2809
C -4.1234 2.4818 -1.0139
C -3.0604 1.4738 -0.5779
O -2.7064 1.6748 0.7141
H -3.8874 1.7788 -2.8339
H -3.6154 3.4338 -1.0929
H -4.9394 2.7378 -0.2899
H -2.2424 1.4708 -1.3019
H -3.3074 0.4248 -0.8159
H -2.3924 2.5978 0.7661
O 0.4046 -2.6332 -0.3459
C -0.1224 -2.3192 0.9351
C -0.8934 -1.0632 0.7501
O -1.6954 -0.6302 1.8391
H 0.9326 -3.4192 -0.2269
H -0.6604 -3.1092 1.4971
H 0.8366 -2.1802 1.5911
H -1.4094 -0.9582 -0.2329
H -0.1214 -0.2362 0.7201
H -2.1554 0.1368 1.4651
O 0.2566 -0.5352 -2.3779
C -0.9884 -0.7642 -3.0309
C -1.3874 -2.3122 -2.9939
O -2.5174 -2.3962 -3.8769
H 0.1716 -0.7682 -1.4279
H -1.8064 -0.2272 -2.5869
H -0.8604 -0.4622 -4.1259
H -1.7064 -2.5372 -1.9969
H -0.6124 -2.9682 -3.1839
H -2.2124 -2.1312 -4.7239
O 3.7376 -4.7652 -1.8649
H 3.4236 -4.6742 -1.0119
H 4.6536 -4.6072 -1.7139
O 0.1386 -0.4642 4.1661
H -0.4224 -0.7692 3.4981
H -0.3904 0.1788 4.5761
O 3.1436 -1.7922 -2.8219
H 2.6776 -2.0422 -2.0499
H 2.9966 -2.5692 -3.3449
*
```

# 7
Computed, not measured: 2 unconnected molecules or ions with the total composition C10H10N2 in a non-equilibrium geometry, with ωB97M-V/def2-TZVPD.

* relative energy (zero: lowest compared OMol25 entry of this formula, charge and spin): 135.4 kcal per mole
* lowest unoccupied orbital energy: 0.33 eV
* HOMO: -9.19 eV
* structure (SMILES): c1ccncc1.c1ccncc1

ORCA input file:
```
! RIJCOSX wB97M-V def2-TZVPD def2/J DEFGRID3
* xyz 0 1
C 1.7334 -0.4077 -0.5516
C 2.8150 -0.3073 0.2638
C 2.9539 0.6440 1.2151
N 1.9877 1.5837 1.4827
C 0.8271 1.2719 0.7989
C 0.6295 0.4131 -0.2188
H 1.6511 -1.0922 -1.4044
H 3.7138 -1.0567 0.3513
H 3.8340 0.7686 1.7339
H 0.0165 1.9361 1.0782
H -0.3473 0.1535 -0.7994
C -1.8082 -1.8870 -0.3848
C -1.5408 -1.1188 0.7702
C -1.4537 0.3020 0.5432
N -1.8915 0.8320 -0.5903
C -2.1997 0.0661 -1.6845
C -2.0101 -1.1910 -1.6115
H -1.6833 -2.9531 -0.2766
H -1.4237 -1.4755 1.7130
H -1.0869 1.0680 1.2014
H -2.8421 0.8297 -2.2426
H -2.1839 -1.7996 -2.4425
*
```

# 8
Computed, not measured: a molecular structure, C12H23N3OP2SV in a non-equilibrium geometry, with ωB97M-V/def2-TZVPD.

* lowest unoccupied orbital energy (spin up / spin down): -2.45 / -5.08 eV
* HOMO (spin up / spin down): -9.44 / -10.60 eV

ORCA input file:
```
! RIJCOSX wB97M-V def2-TZVPD def2/J DEFGRID3
* xyz 1 5
V 0.3092 0.6364 0.3629
P 0.0676 -0.2408 2.5031
P -1.6459 2.0662 0.2170
N 1.2312 -1.0279 -0.0485
N 0.0814 0.6556 -1.5868
H 2.2185 -1.8829 -1.5868
H 1.6032 0.3588 -3.0836
H 2.9598 -0.2845 -1.2873
C 1.9903 -0.8500 -1.2682
H 0.5042 -1.0531 -2.8047
C 1.0298 -0.2014 -2.3086
H 2.6982 -2.0788 1.1578
H -0.7700 1.3919 -3.3613
C 1.6377 -2.1403 0.8658
C -0.7960 1.4324 -2.2614
H 1.5969 -1.9444 2.9801
C 0.8498 -1.9387 2.1810
H 0.1087 -2.7117 2.4465
H -3.0149 1.7741 0.4255
H -1.6358 3.4831 0.5450
H -1.1576 -0.5864 3.1594
H 0.7918 0.1780 3.6639
O -2.3610 -0.4862 0.5541
C -2.7848 -1.4949 -0.0728
C -2.6279 -2.8110 0.6049
C -3.1587 -1.4663 -1.4953
H 1.6215 -3.1433 0.4688
H -1.6269 -2.8645 1.0207
H -3.2291 -3.0820 1.4672
H -2.8216 -3.6293 -0.0712
H -2.5663 -0.6777 -1.9613
H -3.0557 -2.4367 -2.0143
H -4.1879 -1.1563 -1.5881
C -1.6736 2.2210 -1.5606
H -2.3729 2.8512 -2.1014
S 3.4910 3.7158 -0.2648
C 3.1245 3.5405 1.4492
C 2.1337 2.6268 1.6560
N 1.6894 2.0203 0.4606
C 2.3437 2.5263 -0.6334
H 3.6154 4.1207 2.2190
H 1.7011 2.3201 2.6131
H 2.0879 2.2698 -1.6611
*
```